Density functional theory data (the ωB97M-V functional and the def2-TZVPD basis) for a structure of composition C5H7Li2O5.

Positions of all 19 atoms, in Å:
O1 -1.9199 -0.1578 0.8179
C1 -2.8239 -0.5698 -0.0458
C2 -2.7992 -0.4375 -1.3951
O2 1.6196 2.3375 -0.5401
Li1 -1.6318 1.4261 1.6068
H1 -3.7343 -0.9704 0.4290
H2 -3.6908 -0.6906 -1.9702
H3 -1.8796 -0.4049 -1.9878
H4 2.8443 -2.3720 -0.6359
C3 2.1225 -1.7537 -0.0711
C4 2.2801 -0.2779 -0.2519
Li2 -0.2878 -1.1095 1.0841
O3 1.1631 -2.2520 0.4787
H5 2.2393 -0.0468 -1.3272
H6 3.2716 0.0291 0.1147
O4 1.2766 0.3756 0.5114
C5 1.1699 1.7022 0.3796
O5 0.3071 2.1160 1.3194
H7 0.4731 3.0564 1.4836

Properties
- HOMO energy: -0.411 Eh
- Net charge: +1
- LUMO level: -3.749 eV
- Relative energy (zero: lowest compared OMol25 entry of this formula, charge and spin): 0.523 eV

---

Density functional theory data (the ωB97M-V functional and the def2-TZVPD basis) for a structure of composition C11H14IrN2O4.

Positions of all 32 atoms, in Å:
Ir1 0.1206 0.1417 0.0000
O1 -3.4672 2.1815 0.0000
C1 -2.2477 1.7630 0.0000
O2 -1.9333 0.5304 0.0000
C2 -1.1546 2.7298 0.0000
C3 -1.2298 4.1110 0.0000
C4 -0.0302 4.8361 0.0000
C5 1.1924 4.1845 0.0000
C6 1.2325 2.7841 0.0000
N1 0.0403 2.0938 0.0000
C7 2.3288 1.8591 0.0000
O3 3.6013 2.1406 0.0000
O4 2.0131 0.5999 0.0000
H1 -4.1517 1.4849 0.0000
H2 -2.1937 4.5956 0.0000
H3 -0.0662 5.9145 0.0000
H4 2.1055 4.7626 0.0000
H5 3.8523 3.0781 0.0000
C8 0.7326 -3.6221 -1.2630
C9 0.0124 -3.0870 0.0000
C10 0.7326 -3.6221 1.2630
C11 -1.4536 -3.6959 0.0000
N2 -0.1668 -1.7622 0.0000
H6 0.7409 -4.7087 -1.2396
H7 1.7606 -3.2639 -1.2800
H8 0.2275 -3.2833 -2.1643
H9 0.7409 -4.7087 1.2396
H10 0.2275 -3.2833 2.1643
H11 1.7606 -3.2639 1.2800
H12 -1.3701 -4.7781 0.0000
H13 -1.9791 -3.3562 -0.8869
H14 -1.9791 -3.3562 0.8869

Properties
- Multiplicity: 6
- HOMO energy (alpha / beta): -0.506 / -0.624 Eh
- Net charge: +2
- LUMO level (alpha / beta): -8.942 / -9.635 eV

---

Density functional theory data (the ωB97M-V functional and the def2-TZVPD basis) for an isolated molecule of C4H7N3O.

Positions of all 15 atoms, in Å:
C1 -1.1199 0.4226 -0.5371
C2 -0.1844 -0.6538 -0.2742
C3 1.3713 -0.5048 1.8501
C4 -0.1022 0.5446 0.4953
H1 -0.6472 1.8069 -2.4638
H2 -2.4842 0.9811 -2.0536
H3 -2.1065 0.1157 0.1764
H4 -0.5138 -1.3086 0.5806
H5 1.6500 -1.0731 -1.3616
H6 1.6738 -0.7033 2.9553
H7 0.6261 1.0470 0.0742
N1 -1.4461 1.3154 -1.6722
N2 1.1332 -1.1986 -0.3716
N3 1.7812 -1.1264 0.7760
O1 0.3684 0.3354 1.8262

Properties
- HOMO energy: -0.276 Eh
- LUMO level: 0.553 eV
- Relative energy (zero: lowest compared OMol25 entry of this formula, charge and spin): 9.029 eV
- Structure (SMILES): N[C@H]1[C@H]2NN=CO[C@H]12

---

Density functional theory data (the ωB97M-V functional and the def2-TZVPD basis) for a cluster of 2 separate species, C2H8N3S in total.

Positions of all 14 atoms, in Å:
N1 -1.5735 -1.8667 0.7172
C1 -0.5294 -0.9325 0.6032
N2 0.2763 -1.1164 -0.4737
N3 -0.3966 0.0570 1.4173
H1 -2.3002 -1.5197 1.3206
H2 -1.9255 -2.1674 -0.1751
H3 0.4050 -2.0711 -0.7519
H4 1.0040 -0.3928 -0.6387
H5 -0.6385 -0.1986 2.3676
C2 1.0344 2.1417 -0.8837
S1 2.3326 0.9091 -0.9585
H6 0.2676 1.9465 -1.6302
H7 0.5777 2.0838 0.1086
H8 1.4662 3.1269 -1.0226

Properties
- Multiplicity: 2
- HOMO energy (alpha / beta): -0.306 / -0.306 Eh
- LUMO level (alpha / beta): 0.963 / -2.047 eV

---

no.,electronic energy (Ha)
1,-585.8539
2,-941.5615
3,-395.8166
4,-643.3951